No. 1
{
  "formula": "C44H98NO3P",
  "method": "the ωB97M-V functional and the def2-TZVPD basis",
  "e_lumo_ev": 0.702,
  "e_tot_ev": -64137.187,
  "orbital_gap_ev": 9.36,
  "smiles": "CCCCCCCCCN(CC(C)C)[C@@H](COCCCCCCCCCCOC)[PH2]=O.CCCCCC.CCCCCC.CCCCCC",
  "elements": ["C", "C", "C", "C", "C", "C", "C", "C", "C", "N", "C", "C", "C", "C", "C", "C", "O", "C", "C", "C", "C", "C", "C", "C", "C", "C", "C", "O", "C", "P", "O", "H", "H", "H", "H", "H", "H", "H", "H", "H", "H", "H", "H", "H", "H", "H", "H", "H", "H", "H", "H", "H", "H", "H", "H", "H", "H", "H", "H", "H", "H", "H", "H", "H", "H", "H", "H", "H", "H", "H", "H", "H", "H", "H", "H", "H", "H", "H", "H", "H", "H", "H", "H", "H", "H", "H", "H", "C", "C", "C", "C", "C", "C", "H", "H", "H", "H", "H", "H", "H", "H", "H", "H", "H", "H", "H", "H", "C", "C", "C", "C", "C", "C", "H", "H", "H", "H", "H", "H", "H", "H", "H", "H", "H", "H", "H", "H", "C", "C", "C", "C", "C", "C", "H", "H", "H", "H", "H", "H", "H", "H", "H", "H", "H", "H", "H", "H"],
  "coordinates": [[-3.409, 3.058, 1.232], [-1.849, 3.028, 0.912], [-1.172, 2.005, 1.889], [0.262, 1.505, 1.427], [1.192, 2.635, 0.818], [1.294, 2.593, -0.762], [2.086, 1.334, -1.312], [1.047, 0.354, -1.972], [1.570, -1.141, -2.039], [1.729, -1.726, -0.702], [2.804, -2.732, -0.628], [3.831, -2.497, 0.555], [4.727, -1.226, 0.339], [4.819, -3.745, 0.489], [0.468, -2.189, -0.122], [-0.181, -3.435, -0.841], [-1.502, -3.193, -1.297], [-2.474, -3.947, -0.555], [-3.868, -4.143, -1.274], [-4.276, -2.990, -2.259], [-5.622, -2.249, -1.826], [-5.244, -0.808, -1.289], [-4.380, -0.914, 0.043], [-5.325, -0.704, 1.284], [-4.586, -0.644, 2.668], [-3.539, -1.795, 2.909], [-4.165, -3.025, 3.698], [-3.197, -3.749, 4.432], [-2.317, -4.472, 3.565], [0.570, -2.398, 1.756], [0.768, -3.842, 2.196], [-3.504, 3.070, 2.342], [-3.894, 3.958, 0.789], [-3.870, 2.149, 0.785], [-1.496, 4.075, 1.053], [-1.771, 2.712, -0.160], [-1.825, 1.090, 1.901], [-1.129, 2.450, 2.914], [0.183, 0.597, 0.782], [0.777, 1.159, 2.365], [0.775, 3.610, 1.164], [2.227, 2.536, 1.225], [1.740, 3.557, -1.121], [0.238, 2.606, -1.140], [2.733, 0.860, -0.544], [2.726, 1.737, -2.140], [0.883, 0.688, -3.028], [0.084, 0.441, -1.415], [2.511, -1.119, -2.633], [0.799, -1.679, -2.664], [3.431, -2.696, -1.558], [2.461, -3.789, -0.530], [3.356, -2.557, 1.559], [5.085, -1.196, -0.717], [4.189, -0.306, 0.654], [5.634, -1.351, 0.987], [5.315, -3.934, 1.469], [5.534, -3.584, -0.348], [4.235, -4.678, 0.268], [-0.268, -1.347, -0.258], [0.439, -3.701, -1.738], [-0.101, -4.325, -0.162], [-2.619, -3.407, 0.426], [-2.107, -4.968, -0.261], [-3.915, -5.165, -1.721], [-4.642, -4.150, -0.459], [-3.512, -2.194, -2.379], [-4.476, -3.459, -3.255], [-6.209, -2.093, -2.758], [-6.162, -2.806, -1.029], [-4.595, -0.296, -2.044], [-6.154, -0.202, -1.072], [-3.979, -1.951, 0.116], [-3.499, -0.228, 0.035], [-5.856, 0.266, 1.119], [-6.110, -1.504, 1.290], [-4.049, 0.321, 2.833], [-5.365, -0.714, 3.464], [-2.756, -1.378, 3.599], [-3.011, -2.143, 1.993], [-4.730, -3.674, 2.976], [-4.911, -2.572, 4.397], [-1.468, -3.796, 3.307], [-2.818, -4.747, 2.601], [-1.868, -5.358, 4.073], [-0.631, -1.801, 2.280], [1.618, -1.509, 2.157], [-1.769, -5.393, -4.190], [-2.181, -6.845, -3.976], [-1.293, -7.845, -4.716], [-1.303, -7.720, -6.242], [-2.677, -7.848, -6.898], [-3.330, -9.207, -6.674], [-1.857, -5.101, -5.239], [-2.403, -4.727, -3.604], [-0.736, -5.233, -3.872], [-3.228, -6.975, -4.266], [-2.131, -7.066, -2.905], [-1.594, -8.858, -4.433], [-0.262, -7.729, -4.367], [-0.639, -8.487, -6.654], [-0.864, -6.759, -6.531], [-2.560, -7.693, -7.975], [-3.345, -7.057, -6.545], [-2.696, -10.012, -7.055], [-4.287, -9.257, -7.197], [-3.523, -9.392, -5.616], [0.305, 9.725, 3.120], [0.070, 8.843, 4.340], [1.320, 8.090, 4.795], [1.894, 7.104, 3.775], [0.932, 6.015, 3.302], [0.466, 5.093, 4.417], [0.592, 9.138, 2.246], [-0.608, 10.269, 2.865], [1.090, 10.459, 3.316], [-0.744, 8.140, 4.134], [-0.273, 9.473, 5.166], [1.093, 7.561, 5.726], [2.099, 8.818, 5.046], [2.776, 6.626, 4.216], [2.256, 7.652, 2.900], [1.442, 5.411, 2.545], [0.065, 6.461, 2.804], [1.314, 4.604, 4.903], [-0.183, 4.314, 4.010], [-0.102, 5.631, 5.177], [6.343, 4.008, -2.391], [6.891, 4.864, -1.255], [6.560, 4.313, 0.132], [5.068, 4.234, 0.462], [4.311, 5.560, 0.373], [4.817, 6.611, 1.353], [5.252, 3.967, -2.376], [6.643, 4.424, -3.356], [6.728, 2.987, -2.331], [6.521, 5.889, -1.357], [7.979, 4.920, -1.354], [7.068, 4.925, 0.883], [6.987, 3.309, 0.225], [4.963, 3.833, 1.476], [4.582, 3.507, -0.197], [3.253, 5.366, 0.584], [4.351, 5.957, -0.646], [4.748, 6.249, 2.381], [4.215, 7.519, 1.273], [5.855, 6.886, 1.152]],
  "lowdin_charge": [-0.112, -0.248, -0.202, -0.188, -0.192, -0.195, -0.184, -0.177, -0.184, -0.171, -0.183, -0.384, -0.083, -0.092, -0.366, -0.203, -0.162, -0.208, -0.156, -0.191, -0.186, -0.197, -0.197, -0.199, -0.191, -0.182, -0.236, -0.198, -0.099, 0.786, -0.457, 0.073, 0.070, 0.053, 0.100, 0.102, 0.091, 0.101, 0.072, 0.102, 0.083, 0.099, 0.100, 0.092, 0.084, 0.105, 0.118, 0.087, 0.124, 0.120, 0.127, 0.114, 0.093, 0.084, 0.057, 0.080, 0.081, 0.078, 0.075, 0.109, 0.127, 0.114, 0.089, 0.127, 0.101, 0.104, 0.104, 0.102, 0.101, 0.102, 0.106, 0.101, 0.065, 0.108, 0.103, 0.118, 0.091, 0.103, 0.114, 0.061, 0.124, 0.121, 0.047, 0.086, 0.101, 0.007, 0.018, -0.095, -0.268, -0.228, -0.230, -0.273, -0.114, 0.072, 0.043, 0.076, 0.100, 0.102, 0.101, 0.109, 0.109, 0.100, 0.104, 0.098, 0.075, 0.069, 0.065, -0.113, -0.271, -0.226, -0.230, -0.266, -0.098, 0.065, 0.069, 0.075, 0.098, 0.104, 0.102, 0.110, 0.108, 0.090, 0.081, 0.102, 0.080, 0.050, 0.069, -0.112, -0.270, -0.226, -0.230, -0.264, -0.109, 0.061, 0.069, 0.075, 0.099, 0.104, 0.101, 0.109, 0.110, 0.091, 0.088, 0.102, 0.071, 0.066, 0.067]
}


No. 2
{
  "formula": "C18H45ClLi2N3O6",
  "method": "the ωB97M-V functional and the def2-TZVPD basis",
  "e_lumo_ev": -5.373,
  "de_lowest_kcal_mol": 202.1,
  "e_tot_ev": -49069.105,
  "total_charge": 1,
  "orbital_gap_ev": 4.87,
  "elements": ["Li", "Li", "Cl", "C", "O", "C", "C", "N", "C", "C", "O", "C", "H", "H", "H", "H", "H", "H", "H", "H", "H", "H", "H", "H", "H", "H", "H", "C", "O", "C", "C", "N", "C", "C", "O", "C", "H", "H", "H", "H", "H", "H", "H", "H", "H", "H", "H", "H", "H", "H", "H", "C", "O", "C", "C", "N", "C", "C", "O", "C", "H", "H", "H", "H", "H", "H", "H", "H", "H", "H", "H", "H", "H", "H", "H"],
  "coordinates": [[8.441, 18.653, 3.068], [6.524, 15.658, 5.889], [9.998, 17.251, 6.211], [5.668, 8.825, 10.074], [6.491, 9.920, 9.855], [6.358, 10.426, 8.542], [7.589, 11.369, 8.414], [8.193, 11.617, 7.065], [8.786, 10.330, 6.523], [9.943, 10.746, 5.640], [10.619, 9.635, 5.180], [11.672, 9.935, 4.355], [4.636, 9.150, 9.941], [5.837, 8.561, 11.118], [6.017, 8.084, 9.354], [5.437, 10.986, 8.381], [6.379, 9.585, 7.850], [8.230, 11.199, 9.279], [7.166, 12.331, 8.706], [8.938, 12.285, 7.197], [8.077, 9.829, 5.863], [9.119, 9.534, 7.189], [10.601, 11.454, 6.143], [9.488, 11.364, 4.865], [12.483, 10.501, 4.812], [11.398, 10.512, 3.472], [12.133, 9.073, 3.873], [13.086, 17.578, -1.883], [13.316, 18.561, -0.855], [12.030, 18.940, -0.201], [12.336, 20.028, 0.797], [10.996, 20.700, 0.892], [10.678, 21.731, 1.899], [11.291, 23.125, 1.780], [10.479, 24.024, 1.104], [10.985, 24.432, -0.161], [13.241, 17.985, -2.882], [12.175, 16.987, -1.980], [13.969, 16.960, -1.721], [11.585, 18.093, 0.323], [11.277, 19.284, -0.910], [13.186, 20.686, 0.617], [12.435, 19.503, 1.747], [10.661, 20.877, -0.044], [11.000, 21.238, 2.817], [9.614, 21.941, 2.015], [12.322, 23.007, 1.447], [11.438, 23.451, 2.810], [10.330, 25.258, -0.441], [10.877, 23.571, -0.820], [11.965, 24.842, 0.083], [7.298, 25.335, 11.847], [7.494, 24.137, 11.215], [6.779, 23.872, 9.916], [7.333, 22.583, 9.302], [7.009, 21.326, 10.054], [7.262, 21.495, 11.487], [7.258, 20.124, 12.165], [6.011, 19.562, 12.136], [6.021, 18.278, 12.679], [7.807, 25.459, 12.802], [6.211, 25.287, 11.918], [7.636, 26.082, 11.129], [6.927, 24.622, 9.139], [5.699, 23.815, 10.054], [8.422, 22.570, 9.269], [6.934, 22.524, 8.290], [7.689, 20.672, 9.691], [6.588, 22.178, 12.003], [8.221, 21.916, 11.791], [7.441, 20.314, 13.223], [7.966, 19.362, 11.840], [6.469, 17.474, 12.094], [4.951, 18.073, 12.639], [6.449, 18.140, 13.671]],
  "lowdin_charge": [0.818, 0.850, -0.732, -0.110, -0.214, -0.217, -0.193, -0.051, -0.186, -0.282, -0.144, -0.142, 0.090, 0.098, 0.092, 0.116, 0.110, 0.119, 0.094, 0.083, 0.114, 0.128, 0.124, 0.121, 0.092, 0.084, 0.093, -0.116, -0.179, -0.203, -0.171, -0.092, -0.202, -0.259, -0.192, -0.071, 0.079, 0.084, 0.086, 0.114, 0.108, 0.123, 0.115, 0.088, 0.108, 0.106, 0.121, 0.122, 0.092, 0.088, 0.094, -0.127, -0.262, -0.146, -0.195, -0.047, -0.211, -0.265, -0.175, -0.136, 0.095, 0.089, 0.086, 0.113, 0.122, 0.117, 0.105, 0.096, 0.122, 0.114, 0.122, 0.122, 0.079, 0.092, 0.090]
}


No. 3
{
  "formula": "C5H7Br9Ca2O3",
  "method": "the ωB97M-V functional and the def2-TZVPD basis",
  "e_lumo_ev": -9.487,
  "de_lowest_kcal_mol": 209.2,
  "e_tot_ev": -678679.819,
  "total_charge": 2,
  "orbital_gap_ev": 3.01,
  "elements": ["Ca", "Ca", "O", "H", "C", "C", "O", "O", "H", "H", "H", "C", "Br", "Br", "Br", "H", "C", "Br", "Br", "Br", "H", "C", "Br", "Br", "Br", "H"],
  "coordinates": [[6.722, 11.268, -8.119], [2.631, 7.776, -8.002], [4.493, 9.681, -6.350], [4.096, 9.870, -5.477], [5.075, 9.485, -13.351], [5.556, 9.762, -11.872], [5.131, 9.055, -10.950], [6.498, 10.546, -11.676], [4.288, 10.235, -13.431], [4.770, 8.466, -13.589], [5.783, 9.897, -14.070], [1.063, 13.920, -15.511], [-0.158, 12.466, -16.230], [-0.007, 15.293, -14.570], [2.148, 14.665, -17.028], [1.696, 13.384, -14.805], [5.568, 9.817, -20.672], [7.163, 10.488, -21.519], [4.011, 11.082, -20.812], [6.136, 9.481, -18.758], [5.301, 8.905, -21.207], [7.222, 15.265, -11.431], [7.024, 15.433, -9.478], [8.078, 16.891, -12.089], [5.459, 14.826, -12.340], [7.775, 14.363, -11.691]],
  "nbo_charge": [1.854, 1.926, -1.388, 0.462, -0.727, 0.777, -0.859, -0.772, 0.224, 0.233, 0.243, -0.439, 0.046, 0.093, 0.094, 0.206, -0.442, 0.109, 0.072, 0.034, 0.227, -0.459, 0.024, 0.167, 0.069, 0.227]
}


No. 4
{
  "formula": "C2H7N3OS",
  "method": "the ωB97M-V functional and the def2-TZVPD basis",
  "e_lumo_ev": -0.285,
  "de_lowest_kcal_mol": 139.6,
  "e_tot_ev": -19533.785,
  "orbital_gap_ev": 9.01,
  "elements": ["C", "C", "H", "H", "H", "H", "H", "H", "H", "N", "N", "N", "O", "S"],
  "coordinates": [[1.792, -1.498, 1.037], [-0.285, 0.353, 0.064], [3.007, -1.575, 1.095], [1.862, -2.109, -0.005], [1.256, -2.099, 2.110], [-1.477, 0.930, 1.927], [-2.778, -0.363, -0.337], [-2.140, 1.091, -0.797], [1.099, -0.600, -1.620], [-1.445, 0.206, 0.980], [-2.635, 0.518, 0.081], [-0.723, 0.201, -1.192], [0.286, -0.187, -2.159], [1.342, 0.413, 0.576]],
  "nbo_charge": [-0.772, 0.090, 0.245, 0.233, 0.278, 0.386, 0.343, 0.372, 0.448, -0.464, -0.639, -0.183, -0.554, 0.217]
}